Here is one molecule with the formula C3H10Cl2N3P3 in a non-equilibrium geometry from OMol25. Energies are from ωB97M-V/def2-TZVPD.

Results
Energy above the lowest of the compared OMol25 structures with the same formula, charge and spin = 97.4 kJ/mol
Net charge = 0

Element x y z (Å)
1 C 0.785 1.753 1.856
2 C 2.051 -2.194 -1.298
3 C -2.114 1.271 -1.417
4 N 1.395 0.250 -0.283
5 N -1.040 0.502 1.095
6 N -0.001 1.284 0.782
7 P -1.032 -1.974 -0.755
8 P 0.967 -1.257 -0.227
9 P -1.854 -0.127 -0.238
10 Cl 1.302 -2.246 1.668
11 Cl -3.594 -0.483 0.537
12 H 1.609 2.189 1.342
13 H 0.420 2.601 2.412
14 H 1.294 0.976 2.417
15 H 2.371 -1.643 -2.200
16 H 3.031 -2.214 -0.838
17 H 1.684 -3.184 -1.548
18 H -1.113 1.663 -1.814
19 H -2.818 0.855 -2.191
20 H -2.572 2.226 -1.022
21 H -0.771 -0.247 1.723